#1
# C4H5NO2

One molecule with the formula C4H5NO2 (ωB97M-V with the def2-TZVPD basis set, the OMol25 dataset).

Properties
LUMO level	0.85	eV
SMILES	OOn1cccc1
HOMO energy	-8.77	eV

Structure (ORCA input):
```
! RIJCOSX wB97M-V def2-TZVPD def2/J DEFGRID3
* xyz 0 1
C -0.20 1.41 -0.76
C -1.15 1.17 0.25
C 0.77 0.46 -0.68
C -0.75 0.02 0.91
N 0.50 -0.30 0.44
O 1.24 -2.31 -0.18
O 1.32 -1.37 0.88
H -0.26 2.03 -1.55
H -2.21 1.52 0.42
H 1.65 0.32 -1.28
H -1.23 -0.44 1.73
H 0.31 -2.52 -0.18
*
```

---

#2
# C4H5NO2

One molecule with the formula C4H5NO2 (ωB97M-V with the def2-TZVPD basis set, the OMol25 dataset).

Properties
LUMO level	0.78	eV
SMILES	O=C=CON1CC1
HOMO energy	-8.44	eV

Structure (ORCA input):
```
! RIJCOSX wB97M-V def2-TZVPD def2/J DEFGRID3
* xyz 0 1
O 0.53 -0.16 0.90
C 1.82 0.10 0.46
C 2.37 -0.53 -0.56
O 2.88 -1.01 -1.50
N -0.32 -0.32 -0.25
C -1.67 -0.54 0.23
C -1.28 0.79 -0.31
H 2.38 0.85 1.01
H -1.79 -0.61 1.30
H -2.25 -1.24 -0.36
H -1.54 1.09 -1.32
H -1.13 1.58 0.41
*
```

---

#3
# C4H5NO2

One molecule with the formula C4H5NO2 (ωB97M-V with the def2-TZVPD basis set, the OMol25 dataset).

Properties
LUMO level	0.05	eV
HOMO energy	-8.64	eV

Structure (ORCA input):
```
! RIJCOSX wB97M-V def2-TZVPD def2/J DEFGRID3
* xyz 0 1
C 1.80 0.21 -0.30
C 0.45 -0.42 -0.43
C 0.14 -1.66 0.04
O -1.54 -1.42 0.11
C -1.62 -0.18 0.02
O -2.30 0.52 0.93
N -0.68 0.42 -0.70
H 2.34 0.30 -1.24
H 1.71 1.20 0.15
H 2.37 -0.41 0.39
H -2.07 0.01 1.73
H -0.61 1.43 -0.70
*
```

---

#4
# C4H5NO2

One molecule with the formula C4H5NO2 (ωB97M-V with the def2-TZVPD basis set, the OMol25 dataset).

Properties
LUMO level	0.15	eV
HOMO energy	-8.30	eV

Structure (ORCA input):
```
! RIJCOSX wB97M-V def2-TZVPD def2/J DEFGRID3
* xyz 0 1
O -0.70 -2.35 1.95
C -0.46 -1.76 0.93
C 0.08 -0.37 0.89
C 1.20 -0.03 -0.11
N -0.18 0.31 -0.36
C -0.60 1.43 -0.83
O 0.25 2.14 -1.53
H -0.58 -2.22 -0.07
H -0.02 0.21 1.81
H 1.46 -0.92 -0.70
H 1.14 1.74 -1.26
H -1.60 1.82 -0.70
*
```

---

Quick look at relative energies in kJ/mol: #1 109.0; #2 41.7; #3 0.0; #4 27.0.

---

#1
# C4H5NO2

One molecule with the formula C4H5NO2 (ωB97M-V with the def2-TZVPD basis set, the OMol25 dataset).

Properties
LUMO level (spin up / spin down)	-0.41 / -0.42	eV
HOMO energy (spin up / spin down)	-7.70 / -7.68	eV

Structure (ORCA input):
```
! RIJCOSX wB97M-V def2-TZVPD def2/J DEFGRID3
* xyz 0 1
O 0.40 -2.04 -0.18
C -0.76 -1.68 -0.30
C -1.13 -0.23 -0.29
O -2.17 0.30 -0.64
N -0.08 0.40 0.30
C 0.22 1.73 0.20
C 1.22 -0.08 0.25
H -1.57 -2.42 -0.32
H 0.80 2.22 0.97
H -0.39 2.31 -0.49
H 1.78 -0.11 -0.67
H 1.69 -0.43 1.17
*
```

---

#2
# C4H5NO2

One molecule with the formula C4H5NO2 (ωB97M-V with the def2-TZVPD basis set, the OMol25 dataset).

Properties
LUMO level	0.20	eV
SMILES	C[C@@H](O)c1nc1=O
HOMO energy	-9.65	eV

Structure (ORCA input):
```
! RIJCOSX wB97M-V def2-TZVPD def2/J DEFGRID3
* xyz 0 1
C 2.03 -0.30 0.62
C 3.27 -0.86 0.47
C -0.33 0.40 -0.38
C 0.44 -0.16 0.85
N 3.08 0.47 0.71
O 4.01 -1.72 0.09
O -0.19 -1.32 1.08
H -0.75 1.38 -0.02
H -1.21 -0.19 -0.36
H 0.27 0.35 -1.26
H 0.39 0.58 1.74
H 0.44 -1.99 1.49
*
```

---

#3
# C4H5NO2

One molecule with the formula C4H5NO2 (ωB97M-V with the def2-TZVPD basis set, the OMol25 dataset).

Properties
LUMO level	0.64	eV
SMILES	O=C1CCN=CO1
HOMO energy	-10.03	eV

Structure (ORCA input):
```
! RIJCOSX wB97M-V def2-TZVPD def2/J DEFGRID3
* xyz 0 1
O 2.26 0.70 0.76
C 1.10 0.45 0.65
C 0.11 1.05 -0.33
C -0.53 -0.14 -1.05
N -0.73 -1.27 -0.20
C -0.38 -1.29 1.01
O 0.52 -0.44 1.58
H -0.63 1.59 0.29
H 0.57 1.78 -1.01
H 0.04 -0.46 -1.92
H -1.54 0.10 -1.43
H -0.80 -2.06 1.66
*
```

---

#4
# C4H5NO2

One molecule with the formula C4H5NO2 (ωB97M-V with the def2-TZVPD basis set, the OMol25 dataset).

Properties
LUMO level	0.72	eV
SMILES	NC#C[C@H](O)C=O
HOMO energy	-9.06	eV

Structure (ORCA input):
```
! RIJCOSX wB97M-V def2-TZVPD def2/J DEFGRID3
* xyz 0 1
N -2.57 -1.11 -0.01
C -1.28 -0.75 0.13
C -0.09 -0.55 0.22
C 1.17 0.11 -0.14
O 2.32 -0.26 0.58
C 1.04 1.63 0.02
O 0.14 2.28 -0.44
H -3.25 -0.52 0.46
H -2.83 -1.31 -0.96
H 1.30 -0.07 -1.22
H 2.31 -1.22 0.67
H 1.87 2.09 0.60
*
```

---

Quick look at relative energies in kJ/mol: #1 380.7; #2 258.1; #3 0.0; #4 210.4.

---

#1
# C4H5NO2

One molecule with the formula C4H5NO2 (ωB97M-V with the def2-TZVPD basis set, the OMol25 dataset).

Properties
LUMO level	0.78	eV
SMILES	Cc1coc(O)n1
HOMO energy	-8.75	eV

Structure (ORCA input):
```
! RIJCOSX wB97M-V def2-TZVPD def2/J DEFGRID3
* xyz 0 1
C -1.88 0.46 0.19
C -0.47 -0.01 0.01
C -0.04 -1.21 -0.41
O 1.34 -1.19 -0.44
C 1.64 0.04 -0.02
O 2.95 0.29 0.05
N 0.64 0.81 0.26
H -1.95 1.17 1.01
H -2.25 0.95 -0.72
H -2.53 -0.39 0.41
H -0.51 -2.13 -0.72
H 3.05 1.19 0.38
*
```

---

#2
# C4H5NO2

One molecule with the formula C4H5NO2 (ωB97M-V with the def2-TZVPD basis set, the OMol25 dataset).

Properties
LUMO level	0.44	eV
SMILES	Oc1c[nH]c(O)c1
HOMO energy	-6.65	eV

Structure (ORCA input):
```
! RIJCOSX wB97M-V def2-TZVPD def2/J DEFGRID3
* xyz 0 1
N -0.73 -0.89 0.58
C -1.00 0.31 0.00
C 1.15 0.35 0.06
C 0.61 -0.96 0.05
C 0.08 1.22 0.14
O -2.22 0.65 -0.47
O 2.46 0.68 -0.04
H -2.87 -0.05 -0.29
H 2.97 -0.14 -0.07
H -1.35 -1.68 0.46
H 0.85 -1.78 -0.61
H 0.05 2.29 0.19
*
```

---

#3
# C4H5NO2

A 2-piece molecular cluster, C4H5NO2 overall (ωB97M-V with the def2-TZVPD basis set, the OMol25 dataset).

Properties
LUMO level	-0.47	eV
SMILES	C=CC=O.N=C=O
HOMO energy	-10.56	eV

Structure (ORCA input):
```
! RIJCOSX wB97M-V def2-TZVPD def2/J DEFGRID3
* xyz 0 1
O -1.03 -0.73 1.03
C -1.65 -0.03 0.25
C -1.10 1.18 -0.41
C 0.08 1.68 -0.06
N 1.78 -1.30 0.62
C 2.02 -2.07 -0.29
O 2.38 -2.78 -1.15
H -2.70 -0.29 0.01
H -1.72 1.65 -1.17
H 0.49 2.57 -0.53
H 0.68 1.21 0.72
H 0.84 -1.09 0.96
*
```

---

Quick look at relative energies in kJ/mol: #1 0.0; #2 284.6; #3 69.3.

---

#1
# C4H5NO2

One molecule with the formula C4H5NO2 (ωB97M-V with the def2-TZVPD basis set, the OMol25 dataset).

Properties
LUMO level	-0.15	eV
SMILES	C=CC(=O)NC=O
HOMO energy	-10.28	eV

Structure (ORCA input):
```
! RIJCOSX wB97M-V def2-TZVPD def2/J DEFGRID3
* xyz 0 1
C -0.40 -0.52 -1.64
C -1.29 -0.16 -0.57
C -0.89 0.55 0.70
C 1.58 -0.18 0.57
H -0.65 -1.27 -2.35
H 0.42 0.29 -1.54
H -2.15 -0.91 -0.25
H 0.63 1.11 2.06
H 1.40 -0.86 -0.28
N 0.45 0.51 1.17
O -1.77 1.25 1.22
O 2.66 0.19 0.92
*
```

---

#2
# C4H5NO2

One molecule with the formula C4H5NO2 (ωB97M-V with the def2-TZVPD basis set, the OMol25 dataset).

Properties
LUMO level	0.51	eV
HOMO energy	-9.45	eV

Structure (ORCA input):
```
! RIJCOSX wB97M-V def2-TZVPD def2/J DEFGRID3
* xyz 0 1
C -1.81 0.23 0.23
C -0.48 -0.21 -0.30
C 0.02 -1.57 -0.03
O 1.34 -1.33 0.12
C 1.60 0.02 0.04
O 2.85 0.35 0.24
N 0.60 0.75 -0.21
H -1.74 0.41 1.30
H -2.11 1.16 -0.25
H -2.56 -0.54 0.06
H -0.63 -0.59 -1.37
H 2.92 1.32 0.18
*
```

---

Quick look at relative energies in kJ/mol: #1 0.0; #2 58.0.

---

#1
# C4H5NO2

One molecule with the formula C4H5NO2 (ωB97M-V with the def2-TZVPD basis set, the OMol25 dataset).

Properties
LUMO level	0.72	eV
SMILES	O=[N+]([O-])[C@H]1C=CC1
HOMO energy	-10.25	eV

Structure (ORCA input):
```
! RIJCOSX wB97M-V def2-TZVPD def2/J DEFGRID3
* xyz 0 1
C 1.32 -0.10 0.71
C 0.46 0.92 0.66
C 0.79 -0.74 -0.55
C -0.29 0.31 -0.59
N -1.72 -0.09 -0.10
O -1.82 -1.12 0.49
O -2.62 0.69 -0.25
H 2.08 -0.33 1.30
H 0.44 1.71 1.33
H 1.41 -0.61 -1.34
H 0.52 -1.72 -0.36
H -0.57 1.08 -1.29
*
```

---

#2
# C4H5NO2

One molecule with the formula C4H5NO2 (ωB97M-V with the def2-TZVPD basis set, the OMol25 dataset).

Properties
LUMO level (spin up / spin down)	-0.02 / -0.02	eV
HOMO energy (spin up / spin down)	-7.65 / -7.65	eV

Structure (ORCA input):
```
! RIJCOSX wB97M-V def2-TZVPD def2/J DEFGRID3
* xyz 0 1
O -0.74 -2.22 0.21
C -0.64 -1.56 -0.82
C -0.13 -0.21 -0.88
O 0.06 0.41 -2.09
N 0.17 0.45 0.21
C 0.59 1.51 0.84
C 0.31 0.31 1.66
H -0.94 -1.96 -1.81
H -0.48 1.21 -2.12
H 1.36 2.22 0.61
H 1.08 -0.39 1.97
H -0.62 0.25 2.23
*
```

---

#3
# C4H5NO2

One molecule with the formula C4H5NO2 (ωB97M-V with the def2-TZVPD basis set, the OMol25 dataset).

Properties
LUMO level	0.63	eV
SMILES	O=C[C@H]1CN=CO1
HOMO energy	-9.99	eV

Structure (ORCA input):
```
! RIJCOSX wB97M-V def2-TZVPD def2/J DEFGRID3
* xyz 0 1
O -2.29 0.67 0.83
C -1.80 -0.08 0.02
C -0.37 0.08 -0.46
C 0.55 0.84 0.51
N 1.82 0.12 0.40
C 1.55 -0.97 -0.18
O 0.28 -1.20 -0.62
H -2.39 -0.89 -0.46
H -0.40 0.55 -1.45
H 0.64 1.89 0.25
H 0.18 0.77 1.54
H 2.25 -1.78 -0.38
*
```

---

Quick look at relative energies in kJ/mol: #1 402.8; #2 295.7; #3 0.0.

---

#1
# C4H7N2

An isolated ion of composition C4H7N2 and charge +1 (ωB97M-V with the def2-TZVPD basis set, the OMol25 dataset).

Properties
LUMO level	-4.43	eV
SMILES	[H]/N=C1/C=[N+](C)C1
HOMO energy	-14.53	eV

Structure (ORCA input):
```
! RIJCOSX wB97M-V def2-TZVPD def2/J DEFGRID3
* xyz 1 1
C -0.24 1.31 -0.01
C -1.64 0.05 -0.09
C -0.41 -0.87 0.03
C 2.02 0.11 -0.11
N -2.81 0.16 -0.01
N 0.51 0.33 0.10
H 0.10 2.31 -0.02
H -0.65 -1.42 1.05
H -0.13 -1.58 -0.84
H 2.55 1.00 0.08
H 2.06 -0.29 -1.07
H 2.15 -0.63 0.63
H -3.50 -0.49 0.26
*
```

---

#2
# C4H7N2

An isolated ion of composition C4H7N2 and charge +1 (ωB97M-V with the def2-TZVPD basis set, the OMol25 dataset).

Properties
LUMO level	-7.09	eV
HOMO energy	-13.31	eV

Structure (ORCA input):
```
! RIJCOSX wB97M-V def2-TZVPD def2/J DEFGRID3
* xyz 1 1
C 1.19 0.15 0.12
C 2.40 -0.23 0.06
C -0.23 0.55 -0.11
C -1.19 -0.70 -0.09
N -3.23 0.46 0.07
N -2.62 -0.54 -0.01
H 2.66 -1.18 0.34
H 3.29 0.38 -0.02
H -0.57 1.38 0.51
H -0.16 0.84 -1.18
H -1.02 -1.18 -1.01
H -0.85 -1.39 0.63
H -2.69 1.26 0.03
*
```

---

#3
# C4H7N2

An isolated ion of composition C4H7N2 and charge +1 (ωB97M-V with the def2-TZVPD basis set, the OMol25 dataset).

Properties
LUMO level	-3.74	eV
SMILES	CC(=[NH2+])N1C=C1
HOMO energy	-13.57	eV

Structure (ORCA input):
```
! RIJCOSX wB97M-V def2-TZVPD def2/J DEFGRID3
* xyz 1 1
C -2.42 -0.40 -0.55
C -2.28 -0.41 0.75
C 0.18 0.05 -0.24
C 1.17 0.32 0.88
N -1.11 -0.02 -0.02
N 0.64 0.11 -1.52
H -2.94 -0.34 -1.53
H -2.53 -0.42 1.80
H 1.93 -0.54 1.03
H 1.76 1.28 0.77
H 0.66 0.38 1.87
H 1.59 0.17 -1.55
H 0.11 0.26 -2.43
*
```

---

#4
# C4H7N2

C4H7N2 as an isolated structure (ωB97M-V with the def2-TZVPD basis set, the OMol25 dataset).

Properties
LUMO level (spin up / spin down)	-5.24 / -5.50	eV
HOMO energy (spin up / spin down)	-13.93 / -14.01	eV

Structure (ORCA input):
```
! RIJCOSX wB97M-V def2-TZVPD def2/J DEFGRID3
* xyz 1 1
C -1.68 0.30 0.02
C -0.50 1.20 0.18
C -0.85 -0.47 -0.94
C 1.29 -0.59 0.46
N -2.30 -0.60 0.52
N 0.33 0.15 -0.50
H -0.47 2.16 -0.29
H -0.23 1.12 1.26
H -0.95 -1.53 -1.26
H 0.72 -0.93 1.29
H 1.77 -1.48 0.00
H 2.20 -0.04 0.71
H 0.67 0.71 -1.44
*
```

---

Quick look at relative energies in kJ/mol: #1 38.1; #2 258.1; #3 0.0; #4 320.3.